1.
This record from the Open Molecules 2025 dataset describes one molecule with the formula C4H2INS. The level of theory is ωB97M-V with the def2-TZVPD basis set.

Relative energy (zero: lowest compared OMol25 entry of this formula, charge and spin) in kJ/mol: 0.0
Energy in eV: -24603.0158
Net charge: 0
SMILES string: C#C[C@H](I)SC#N
LUMO level in eV: -0.8

Geometry (Å):
C1 0.34040 0.23231 -1.18387
C2 -0.48801 0.65367 -0.43234
C3 -1.29583 1.30413 0.61306
I1 0.14160 2.62329 1.68395
S1 -2.33897 0.15563 1.55979
C4 -1.25630 -0.73926 2.44038
N1 -0.57418 -1.30969 3.15515
H1 0.99132 -0.08555 -1.82953
H2 -2.09726 2.02630 0.23424

=====

2.
This record from the Open Molecules 2025 dataset describes one molecule with the formula C4H2N2O. The level of theory is ωB97M-V with the def2-TZVPD basis set.

Relative energy (zero: lowest compared OMol25 entry of this formula, charge and spin) in kJ/mol: 80.5
Energy in eV: -9205.9044
Net charge: 0
SMILES string: N#Cc1cocn1
LUMO level in eV: 0.4

Geometry (Å):
N1 -1.51831 -1.99442 1.63825
C1 -1.05418 -1.16678 0.87859
C2 -0.23275 -0.17768 0.13938
C3 1.15161 -0.24720 -0.07618
O1 1.51303 0.77775 -0.83722
C4 0.33845 1.53785 -0.97899
N2 -0.72455 0.94204 -0.49118
H1 1.79196 -1.17715 0.24595
H2 0.58505 2.64466 -1.35441

=====

3.
This record from the Open Molecules 2025 dataset describes one molecule with the formula C4H2N2O. The level of theory is ωB97M-V with the def2-TZVPD basis set.

Relative energy (zero: lowest compared OMol25 entry of this formula, charge and spin) in kJ/mol: 232.1
Energy in eV: -9204.3336
Net charge: 0
SMILES string: N#Cc1ccon1
LUMO level in eV: 0.5

Geometry (Å):
N1 2.04841 2.08232 0.20237
C1 1.11166 1.30798 0.20019
C2 0.19256 0.25699 0.13701
C3 0.05436 -1.01199 0.86195
C4 -1.09264 -1.54699 0.19466
O1 -1.28081 -0.83739 -0.77239
N2 -0.62967 0.24643 -0.84149
H1 0.52797 -1.39004 1.77188
H2 -1.80827 -2.24804 0.51822

=====

4.
This record from the Open Molecules 2025 dataset describes one molecule with the formula C4H2N2S. The level of theory is ωB97M-V with the def2-TZVPD basis set.

Relative energy (zero: lowest compared OMol25 entry of this formula, charge and spin) in kJ/mol: 495.9
Energy in eV: -17989.6954
Net charge: 0
LUMO level (alpha / beta) in eV: -1.2 / -1.2

Geometry (Å):
C1 0.57116 -0.68739 -0.59207
C2 1.42485 -0.00733 0.27620
C3 -0.75215 -0.20552 -0.46927
C4 -0.89507 0.84820 0.41116
N1 -2.04118 -0.58377 -0.60079
N2 -2.12646 0.94150 0.61967
S1 0.62075 1.31551 1.16643
H1 0.75384 -1.48114 -1.41222
H2 2.44427 -0.14007 0.60089

=====

5.
This record from the Open Molecules 2025 dataset describes a 2-piece molecular cluster, C4H2N3S overall. The level of theory is ωB97M-V with the def2-TZVPD basis set.

Relative energy (zero: lowest compared OMol25 entry of this formula, charge and spin) in kJ/mol: 470.4
Energy in eV: -19480.5473
Net charge: -1
LUMO level (alpha / beta) in eV: 0.2 / 0.3

Geometry (Å):
C1 -0.26054 4.34780 -0.27870
C2 -0.61487 0.36725 -0.55237
C3 0.84583 -0.60609 0.65058
C4 0.06738 1.35239 0.05815
N1 -0.44636 5.45511 -0.57122
N2 -0.16703 -0.80884 -0.19169
N3 1.01795 0.72277 0.81231
S1 2.27987 1.42699 1.72294
H1 -1.43962 0.60063 -1.12391
H2 1.35387 -1.27897 1.17272

=====

6.
This record from the Open Molecules 2025 dataset describes one molecule with the formula C4H2N4O. The level of theory is ωB97M-V with the def2-TZVPD basis set.

Relative energy (zero: lowest compared OMol25 entry of this formula, charge and spin) in kJ/mol: 547.1
Energy in eV: -12179.8953
Net charge: 0
SMILES string: [H]/N=c1\nnonc1C#C
LUMO level in eV: -0.8

Geometry (Å):
H1 0.46690 -2.80773 -0.03137
N1 0.05735 -1.83274 -0.43652
C1 0.40590 -0.79369 0.20545
N2 1.12020 -0.87394 1.52285
N3 0.94599 -0.03209 2.44070
O1 0.28707 1.33156 2.33987
N4 0.03401 1.54080 1.00329
C2 -0.12292 0.62335 0.02169
C3 -0.57957 0.99095 -1.27889
C4 -1.19868 0.97578 -2.30830
H2 -1.41625 0.87776 -3.47876